Record 1
73
Properties=species:S:1:pos:R:3:forces:R:3 method="wB97M-V/def2-TZVPD" max_force_ev_per_a=3.51 charge=-2 e_homo_ev=-0.78
Y -0.513 0.272 0.063 2.97 -1.37 1.26
C -1.315 -4.181 -2.757 -0.60 -1.05 -0.51
C -0.618 -3.020 -2.154 -0.99 1.69 1.43
N -1.069 -2.252 -1.170 0.79 -0.98 -0.31
N -1.898 -2.977 -0.343 -1.38 -0.98 -0.43
C -2.314 -2.617 0.882 0.59 -0.78 0.09
N -2.611 -3.664 1.686 0.08 0.47 -0.22
S -2.451 -0.997 1.441 -0.67 -0.41 -0.09
C 0.674 -2.662 -2.675 1.53 0.54 -0.41
C 1.613 -3.670 -2.935 -0.65 -0.01 -0.05
C 2.870 -3.286 -3.381 0.10 -0.42 -0.16
C 3.134 -1.948 -3.584 0.20 0.24 0.01
C 2.177 -1.021 -3.169 -0.29 -0.23 -0.25
N 0.979 -1.356 -2.706 0.23 -0.18 -0.40
H -2.390 -3.961 -2.904 0.39 0.06 0.24
H -0.889 -4.351 -3.766 -0.16 0.03 0.64
H -1.253 -5.129 -2.187 0.19 0.42 -0.11
H -1.901 -4.004 -0.554 0.26 0.70 0.84
H -2.094 -4.559 1.493 -0.14 0.33 0.01
H -2.827 -3.446 2.653 0.17 0.00 -0.39
H 1.386 -4.727 -2.743 0.13 0.54 -0.11
H 3.626 -4.052 -3.574 -0.27 0.24 0.12
H 4.080 -1.626 -4.033 -0.36 -0.03 0.36
H 2.355 0.040 -3.263 0.13 0.21 0.10
C -4.118 1.827 0.248 0.34 -0.13 -1.04
C -2.831 2.625 0.044 0.74 0.12 -0.55
N -1.772 2.482 1.066 -0.11 -0.73 0.01
C -2.300 2.779 2.433 0.49 0.61 -0.21
C -1.636 2.013 3.580 0.07 -0.19 -0.06
C -0.652 3.371 0.680 0.10 -0.09 -0.33
C 0.691 3.035 1.309 0.88 0.41 0.26
N 1.025 1.612 1.335 -1.20 0.20 -0.06
C 1.840 1.308 2.392 0.84 0.13 0.61
C 1.536 0.168 3.179 -0.14 0.40 -0.70
F 0.372 -0.498 2.896 1.05 0.55 0.42
C 2.329 -0.193 4.248 -0.93 -0.99 0.15
F 1.971 -1.299 4.954 0.39 0.75 -0.33
C 3.396 0.566 4.668 0.66 0.22 0.77
C 3.674 1.763 4.009 -0.45 -0.58 -0.46
F 4.657 2.580 4.476 -0.26 -0.27 -0.25
C 2.971 2.113 2.855 -1.03 -0.97 0.53
F 3.308 3.280 2.250 -0.08 -0.23 -0.18
H -4.900 2.392 -0.270 -0.13 -0.27 0.29
H -4.367 1.650 1.281 -0.26 0.11 0.21
H -4.042 0.836 -0.213 -0.05 0.20 0.09
H -3.051 3.695 -0.032 -0.26 0.18 -0.10
H -2.339 2.354 -0.936 -0.65 0.28 0.74
H -3.385 2.604 2.433 0.50 -0.03 0.13
H -2.174 3.879 2.588 -0.06 -0.52 0.01
H -1.845 0.936 3.535 0.10 0.29 -0.14
H -2.040 2.374 4.532 0.02 0.05 -0.09
H -0.543 2.139 3.612 -0.38 -0.01 -0.13
H -0.909 4.430 0.875 0.01 -0.20 0.12
H -0.495 3.308 -0.407 -0.40 -0.17 0.21
H 0.756 3.476 2.326 -0.15 -0.20 -0.27
H 1.452 3.576 0.721 -0.29 0.24 0.07
H 3.965 0.212 5.544 -0.29 0.43 -0.63
Se 3.378 -5.484 -0.697 -0.32 -0.56 0.20
Sb 1.554 -4.961 0.890 1.18 1.65 0.59
Se 1.906 -2.274 0.623 -1.18 -0.16 -0.20
Se 2.107 -5.109 3.313 -0.35 -0.31 -0.63
Se -0.623 -6.081 0.350 -0.18 0.22 -0.10
Br 0.271 4.080 -5.857 -0.16 -0.38 0.49
C 0.210 2.972 -4.280 0.37 -0.18 1.03
C 1.231 3.042 -3.331 0.33 0.44 -1.23
C 1.188 2.289 -2.175 0.45 0.86 -0.19
C 0.166 1.411 -1.881 -0.40 -0.71 0.48
C -0.774 1.244 -2.868 -0.42 1.10 -1.56
C -0.799 2.085 -4.008 -0.91 -0.66 -0.28
H 2.069 3.671 -3.595 0.26 0.13 0.37
H 2.003 2.432 -1.488 0.27 -0.01 0.40
H -1.532 0.456 -2.860 -0.08 0.15 0.28
H -1.649 2.029 -4.666 -0.15 -0.18 -0.37



Record 2
67
Properties=species:S:1:pos:R:3:forces:R:3 method="wB97M-V/def2-TZVPD" max_force_ev_per_a=3.47 e_homo_ev="-4.83 / -4.82" multiplicity=6
Mn 0.958 1.028 0.904 -0.45 0.63 -0.35
C -1.361 1.916 3.558 0.58 -0.62 0.15
O -0.171 2.251 2.841 0.25 -0.27 -0.55
C 0.558 3.302 3.455 0.03 -0.08 -0.55
C 1.093 4.175 2.343 0.34 -0.16 -1.04
O 1.842 3.354 1.400 -1.17 -0.01 0.60
C 2.948 3.834 0.664 0.58 -0.11 -0.25
C 2.862 3.340 -0.763 -0.69 1.82 -1.55
O 2.579 1.995 -0.710 0.46 -2.55 -0.65
C 2.865 1.189 -1.927 -2.26 0.34 0.33
H -2.047 1.404 2.860 0.27 0.17 0.41
H -1.085 1.244 4.430 -0.62 0.88 -0.80
H -1.733 2.900 3.837 -0.80 -0.43 0.54
H -0.119 3.914 4.056 0.06 0.07 0.07
H 1.322 2.887 4.107 0.32 -0.01 0.03
H 0.233 4.634 1.822 0.33 -0.22 0.04
H 1.725 4.973 2.713 0.23 0.14 0.24
H 3.128 4.923 0.702 -0.37 -0.40 0.15
H 3.818 3.295 1.025 0.37 0.22 0.60
H 2.114 3.899 -1.392 0.07 -0.46 0.69
H 3.794 3.546 -1.315 0.19 -0.18 0.50
H 2.069 1.499 -2.668 0.63 -0.67 0.65
H 3.804 1.432 -2.418 0.41 -0.03 0.59
H 2.747 0.099 -1.613 0.42 1.78 -0.51
N 4.566 -1.106 1.379 -0.27 0.56 1.68
C 3.219 -0.948 1.323 -1.28 0.14 -3.16
S 2.299 -0.109 2.501 0.73 0.31 1.86
N 2.627 -1.316 0.178 3.16 -0.83 0.36
N 1.357 -0.981 0.052 -3.10 0.89 1.28
C 0.470 -1.678 -0.585 -1.29 0.39 -0.04
C 0.846 -2.689 -1.539 1.28 -1.16 -0.36
C 0.099 -3.851 -1.678 0.49 -0.58 -0.88
C 0.552 -4.918 -2.447 -0.07 0.70 0.46
C 1.845 -4.888 -2.948 -1.29 -1.63 -0.75
C 2.615 -3.787 -2.776 0.64 1.74 -0.08
C 2.094 -2.637 -2.177 0.67 -0.17 0.09
C -1.024 -1.425 -0.373 -0.67 0.93 -0.75
C -1.919 -1.616 -1.424 1.69 -0.05 0.30
C -3.184 -0.925 -1.837 -1.07 0.26 -0.90
C -3.053 0.656 -2.104 -0.45 -1.34 0.53
C -3.116 1.245 -0.672 1.99 -0.19 -1.35
N -1.389 -0.787 0.827 2.13 1.48 1.66
H 4.995 -0.838 2.254 -0.01 -0.20 -0.30
H 5.114 -1.630 0.729 -0.29 -0.27 -0.41
H -0.882 -3.881 -1.291 -0.72 -0.27 0.72
H -0.113 -5.742 -2.632 -0.01 -0.27 -0.02
H 2.119 -5.725 -3.593 0.46 0.18 0.39
H 3.636 -3.763 -3.134 -0.02 0.03 -0.23
H 2.732 -1.736 -2.172 -0.63 -0.79 0.21
H -1.511 -2.333 -2.153 -0.35 1.11 -0.02
H -3.549 -1.359 -2.765 0.10 -0.34 -0.29
H -3.707 1.047 -2.870 -0.20 -0.16 -0.24
H -3.672 2.186 -0.568 0.00 -0.17 0.15
Br -5.728 -3.228 2.281 -0.50 -1.03 0.91
C -4.617 -2.155 1.264 0.33 0.79 -1.41
C -5.045 -1.935 -0.038 1.09 0.48 1.29
C -4.374 -0.802 -0.759 0.15 0.57 -0.89
C -3.519 0.071 0.099 0.07 -0.01 3.29
C -2.795 -0.622 1.085 -0.70 -0.53 -1.73
C -3.422 -1.627 1.836 -0.25 -0.23 0.05
C -1.586 1.509 -0.999 -0.95 -0.40 -0.41
O -1.721 1.121 -2.307 1.71 0.70 1.12
O -0.556 1.877 -0.462 -0.45 -0.17 -0.40
H -5.820 -2.548 -0.488 -0.01 0.42 0.15
H -5.104 -0.192 -1.332 -0.23 -0.30 0.31
H -0.770 -1.009 1.640 -0.76 -0.01 -1.03
H -2.950 -1.959 2.764 -0.30 -0.40 -0.48



Record 3
66
Properties=species:S:1:pos:R:3:forces:R:3 method="wB97M-V/def2-TZVPD" max_force_ev_per_a=2.13 charge=-2 e_homo_ev="-0.57 / -1.69" multiplicity=3
Ni 0.210 1.547 2.157 0.16 -0.22 -0.20
N 1.353 0.900 3.935 -0.15 -0.15 0.31
C 2.116 -0.341 3.949 0.25 0.04 -0.02
C 3.059 -0.395 2.747 -0.38 0.01 -0.09
C 2.306 -0.698 1.442 0.24 0.01 0.11
O 2.678 -1.687 0.797 -0.02 0.12 0.07
O 1.349 0.082 1.097 0.32 -0.33 0.23
H 1.972 1.696 4.046 -0.09 0.11 -0.16
H 0.678 0.925 4.696 0.00 0.05 0.00
H 1.422 -1.185 3.903 -0.01 0.03 0.05
H 2.702 -0.442 4.875 -0.05 -0.08 -0.04
H 3.799 -1.184 2.880 0.04 0.05 0.01
H 3.565 0.569 2.644 0.02 0.00 0.02
C -1.172 4.419 0.069 0.26 -0.10 -0.01
C -0.647 3.066 -0.404 -0.43 -0.41 -0.10
C -1.242 2.722 -1.779 0.21 0.33 0.00
C -0.982 1.971 0.604 0.11 -0.22 0.09
H -0.860 5.223 -0.607 -0.06 0.06 0.00
H -0.780 4.624 1.064 -0.02 0.08 0.03
H -2.266 4.400 0.119 -0.03 0.00 -0.03
H 0.442 3.132 -0.518 0.01 0.10 0.02
H -2.325 2.593 -1.695 -0.02 -0.03 0.01
H -0.813 1.793 -2.159 -0.04 -0.04 -0.02
H -1.047 3.524 -2.505 -0.02 -0.03 -0.09
H -0.922 0.991 0.113 -0.44 0.09 -0.19
H -1.986 2.127 1.024 -0.09 -0.07 -0.18
O -1.447 0.566 5.509 -0.08 -0.26 0.01
C -1.698 0.601 4.292 0.12 0.52 -0.02
O -1.376 1.506 3.476 -0.52 -0.41 0.41
C -2.495 -0.563 3.707 0.01 0.01 0.32
C -3.468 -1.177 4.489 0.09 -0.07 -0.30
C -4.194 -2.247 3.981 -0.13 0.13 0.23
C -3.958 -2.710 2.705 0.16 -0.20 -0.55
C -2.977 -2.102 1.919 -0.32 0.72 1.98
C -2.244 -1.024 2.423 -0.04 -0.31 -0.58
N -2.748 -2.596 0.605 0.44 -0.46 -1.71
O -1.936 -2.036 -0.110 -0.55 0.06 0.62
O -3.378 -3.572 0.219 -0.30 -0.21 0.29
H -3.646 -0.799 5.487 0.09 -0.02 0.03
H -4.957 -2.718 4.589 -0.01 -0.02 -0.03
H -4.514 -3.539 2.292 -0.01 -0.01 0.01
H -1.482 -0.559 1.807 -0.06 0.10 -0.03
Cl 1.392 3.444 2.231 0.93 0.96 0.21
Te 0.433 -1.191 -1.173 0.61 0.22 -0.98
C 2.215 -0.374 -2.027 0.10 -0.15 0.15
C 2.742 0.821 -1.544 -0.21 0.10 0.15
C 3.902 1.360 -2.086 0.08 -0.02 -0.08
C 4.556 0.711 -3.124 0.02 -0.01 -0.01
C 4.051 -0.492 -3.600 0.07 0.06 -0.01
C 2.900 -1.032 -3.047 -0.13 -0.06 -0.01
C -0.234 -1.656 -3.171 0.08 -0.03 0.07
C -0.043 -0.756 -4.222 -0.03 0.05 0.05
C -0.397 -1.081 -5.523 -0.01 -0.07 0.03
C -0.961 -2.320 -5.797 -0.07 -0.04 -0.10
C -1.190 -3.213 -4.760 -0.05 -0.03 -0.05
C -0.832 -2.881 -3.460 0.00 0.05 0.11
H 2.242 1.328 -0.727 -0.01 0.03 -0.02
H 4.294 2.293 -1.699 -0.05 0.00 0.03
H 5.454 1.135 -3.559 0.00 0.01 0.02
H 4.566 -1.011 -4.401 -0.03 -0.04 0.00
H 2.513 -1.970 -3.425 0.03 -0.02 -0.01
H 0.411 0.205 -4.011 -0.02 0.03 -0.05
H -0.232 -0.370 -6.326 0.02 0.01 0.02
H -1.227 -2.593 -6.812 0.00 0.03 -0.01
H -1.639 -4.178 -4.970 -0.01 0.00 0.03
H -1.005 -3.581 -2.651 0.01 -0.06 -0.04



Record-wise ΔE to the lowest compared entry with this formula, charge and spin values, in kcal/mol: 12.5 125.4 14.3